Entry 1:
Here is a cluster of 15 separate species, H30O15 in total at a distorted geometry from the Open Molecules 2025 dataset. Energies are from ωB97M-V/def2-TZVPD.

Positions of all 45 atoms, in Å:
H: 0.723 0.232 -0.602
H: -0.445 -0.657 0.014
H: -2.971 0.703 0.939
H: -4.073 1.100 1.926
H: -2.663 -0.152 4.896
H: -2.228 -0.708 3.572
H: -0.654 2.440 1.808
H: 0.469 1.666 2.737
H: -0.233 3.754 -3.140
H: 0.073 2.342 -3.616
H: -0.351 -2.333 3.927
H: -1.741 -2.690 4.137
H: 2.556 -1.773 -2.309
H: 2.839 -3.024 -3.098
H: 1.726 0.851 -3.394
H: 0.719 1.098 -4.489
H: -1.401 -3.256 -3.123
H: -1.333 -4.711 -3.238
H: 1.779 0.554 3.709
H: 2.768 -0.403 2.815
H: -1.982 -1.678 -1.386
H: -2.298 -2.807 -0.412
H: -1.604 1.049 -1.313
H: -1.174 1.682 -2.617
H: 2.987 1.953 -2.311
H: 4.373 2.296 -2.531
H: -0.887 3.044 -0.216
H: 0.193 3.499 0.867
H: 2.410 -1.402 4.248
H: 2.223 -2.126 2.993
O: 0.334 -0.623 -0.674
O: -3.790 1.074 1.015
O: -2.905 -0.860 4.306
O: -0.162 2.378 2.686
O: -0.168 3.189 -3.927
O: -1.161 -2.626 3.366
O: 3.253 -2.438 -2.454
O: 1.332 0.375 -4.131
O: -1.214 -3.983 -2.545
O: 2.503 0.505 3.016
O: -2.373 -2.525 -1.338
O: -0.866 1.147 -1.937
O: 3.676 2.597 -2.022
O: 0.005 2.820 0.222
O: 1.734 -1.572 3.622

The maximum force is 4.5 eV Å⁻¹. For the energy above the lowest of the compared OMol25 structures with the same formula, charge and spin, the calculation gives 144.7 kcal per mole. Its HOMO energy is -10.09 eV. As for the net charge: 0. As for the orbital gap: 9.645 eV.

Atomic charges from the Mulliken analysis, expressed in e, are listed below: atom 1 (H): 0.28, atom 2 (H): 0.20, atom 3 (H): 0.26, atom 4 (H): 0.33, atom 5 (H): 0.32, atom 6 (H): 0.33, atom 7 (H): 0.38, atom 8 (H): 0.27, atom 9 (H): 0.34, atom 10 (H): 0.10, atom 11 (H): 0.31, atom 12 (H): 0.35, atom 13 (H): 0.32, atom 14 (H): 0.31, atom 15 (H): 0.26, atom 16 (H): 0.35, atom 17 (H): 0.30, atom 18 (H): 0.27, atom 19 (H): 0.35, atom 20 (H): 0.40, atom 21 (H): 0.30, atom 22 (H): 0.29, atom 23 (H): 0.22, atom 24 (H): 0.26, atom 25 (H): 0.30, atom 26 (H): 0.31, atom 27 (H): 0.35, atom 28 (H): 0.32, atom 29 (H): 0.38, atom 30 (H): 0.31, atom 31 (O): -0.56, atom 32 (O): -0.59, atom 33 (O): -0.65, atom 34 (O): -0.65, atom 35 (O): -0.60, atom 36 (O): -0.66, atom 37 (O): -0.63, atom 38 (O): -0.54, atom 39 (O): -0.54, atom 40 (O): -0.64, atom 41 (O): -0.62, atom 42 (O): -0.38, atom 43 (O): -0.60, atom 44 (O): -0.65, atom 45 (O): -0.77

=====

Entry 2:
Here is an isolated molecule of C7H5NOS at a distorted geometry from the Open Molecules 2025 dataset. Energies are from ωB97M-V/def2-TZVPD.

Positions of all 15 atoms, in Å:
C: 3.002 -0.514 -0.049
C: -1.412 1.277 0.064
C: -0.523 2.290 0.090
C: -0.783 -0.014 -0.068
C: 0.556 0.163 -0.091
C: 1.779 -1.172 0.010
C: -1.431 -1.336 0.015
N: 3.902 0.143 -0.310
O: 1.556 -2.344 0.182
S: 1.137 1.808 0.085
H: -2.433 1.261 0.083
H: -0.867 3.376 0.065
H: -1.079 -1.841 -0.916
H: -0.979 -1.960 0.826
H: -2.424 -1.138 0.013

The maximum force is 5.4 eV Å⁻¹. For the energy above the lowest of the compared OMol25 structures with the same formula, charge and spin, the calculation gives 83.3 kcal per mole. Its HOMO energy is -9.32 eV. As for the net charge: 0. As for the orbital gap: 8.410 eV.

Atomic charges from the Mulliken analysis, expressed in e, are listed below: atom 1 (C): 0.00, atom 2 (C): -0.67, atom 3 (C): -0.42, atom 4 (C): 0.54, atom 5 (C): 0.19, atom 6 (C): 0.74, atom 7 (C): -1.23, atom 8 (N): -0.31, atom 9 (O): -0.47, atom 10 (S): -0.15, atom 11 (H): 0.46, atom 12 (H): 0.32, atom 13 (H): 0.30, atom 14 (H): 0.29, atom 15 (H): 0.42

=====

Entry 3:
Here is an isolated molecule of C5H8O from the Open Molecules 2025 dataset. Energies are from ωB97M-V/def2-TZVPD.

Positions of all 14 atoms, in Å:
C: 1.538 -0.276 0.364
C: 0.394 0.547 -0.227
C: -0.574 -0.298 -1.038
C: -1.510 -1.069 -0.490
O: -0.322 1.013 2.032
C: -0.400 1.259 0.852
H: 1.145 -1.008 1.075
H: 2.245 0.366 0.898
H: 2.077 -0.812 -0.424
H: 0.798 1.328 -0.888
H: -0.468 -0.268 -2.122
H: -1.641 -1.127 0.590
H: -2.171 -1.680 -1.098
H: -1.112 2.025 0.477

The maximum force is 0.5 eV Å⁻¹. For the energy above the lowest of the compared OMol25 structures with the same formula, charge and spin, the calculation gives 25.4 kcal per mole. Its HOMO energy is -9.74 eV. As for the net charge: 0. As for the orbital gap: 10.766 eV.

Atomic charges from the Mulliken analysis, expressed in e, are listed below: atom 1 (C): -1.24, atom 2 (C): 0.36, atom 3 (C): -0.23, atom 4 (C): -0.74, atom 5 (O): -0.47, atom 6 (C): -0.17, atom 7 (H): 0.29, atom 8 (H): 0.31, atom 9 (H): 0.39, atom 10 (H): 0.30, atom 11 (H): 0.32, atom 12 (H): 0.25, atom 13 (H): 0.27, atom 14 (H): 0.37

=====

Entry 4:
Here is an isolated molecule of C3H4N2O from the Open Molecules 2025 dataset. Energies are from ωB97M-V/def2-TZVPD.

Positions of all 10 atoms, in Å:
O: 1.394 -0.396 1.388
C: 0.409 0.150 0.583
C: 0.538 0.133 -0.922
N: -0.617 0.127 -1.475
C: -1.513 -0.007 -0.366
N: -1.007 -0.155 0.798
H: 1.544 -1.324 1.176
H: 1.464 0.191 -1.491
H: -2.581 0.067 -0.547
H: 0.368 1.213 0.856

The maximum force is 0.5 eV Å⁻¹. For the energy above the lowest of the compared OMol25 structures with the same formula, charge and spin, the calculation gives 40.3 kcal per mole. Its HOMO energy is -10.44 eV. As for the net charge: 0. As for the orbital gap: 10.447 eV.

Atomic charges from the Mulliken analysis, expressed in e, are listed below: atom 1 (O): -0.49, atom 2 (C): 0.35, atom 3 (C): -0.15, atom 4 (N): -0.49, atom 5 (C): -0.09, atom 6 (N): -0.47, atom 7 (H): 0.34, atom 8 (H): 0.38, atom 9 (H): 0.39, atom 10 (H): 0.23

=====

Question: net charge of number 1 (H30O15)?
Answer: 0